# 1
Density functional theory data (ωB97M-V/def2-TZVPD) for a cluster of 5 separate species, C24H46I2O16PS4 in total.

frontier orbital gap	0.21361	hartree
multiplicity	1
net charge	-1

Cartesian coordinates (Å):
1 C -2.10424 0.36494 1.50083
2 C -0.92106 -0.05522 0.55292
3 I -1.37602 -1.97372 -0.44305
4 C -0.59649 0.97697 -0.60021
5 I 1.37889 0.47058 -1.44138
6 C -0.78440 2.47534 -0.19543
7 C -0.17091 3.44831 -1.32187
8 C -0.68346 3.10161 -2.76517
9 O -1.85096 3.00649 -3.07024
10 C 0.43343 2.90101 -3.86503
11 C 1.49188 3.90499 -3.90854
12 C 2.58540 3.77110 -4.86728
13 C 2.57970 2.61538 -5.75450
14 C 1.52096 1.60357 -5.75394
15 C 0.43172 1.74888 -4.77415
16 P 0.16253 2.88288 1.35294
17 O -0.69312 2.90394 2.58585
18 O 0.81075 4.43628 1.13576
19 O 1.47828 1.86645 1.64235
20 H -1.66992 0.58721 2.51499
21 H -2.80730 -0.50383 1.66970
22 H -2.72765 1.20622 1.11990
23 H 0.02722 -0.25843 1.11731
24 H -1.34950 0.78438 -1.41809
25 H 0.95160 3.48282 -1.30736
26 H -0.60457 4.46364 -1.08079
27 H 1.49769 4.78494 -3.22333
28 H 3.38932 4.53887 -4.84591
29 H 3.44271 2.52248 -6.46214
30 H 1.54732 0.75037 -6.47277
31 H -0.38776 1.00147 -4.69501
32 H 1.58446 4.32653 0.55137
33 H 2.21393 2.18028 1.07872
34 O -4.71358 -3.02475 -3.24500
35 S -4.57056 -2.51258 -4.57609
36 O -3.35484 -1.89940 -5.01998
37 O -5.79579 -1.52255 -4.88642
38 C -6.00612 -0.41022 -4.00207
39 C -4.97285 0.68287 -4.20440
40 C -5.00003 -3.78134 -5.72753
41 H -6.02396 -0.74855 -2.96299
42 H -6.99715 -0.01354 -4.22927
43 H -3.97599 0.34292 -3.92236
44 H -5.21095 1.55672 -3.59588
45 H -4.92804 0.98056 -5.25401
46 H -5.94077 -4.23500 -5.42198
47 H -4.20164 -4.52153 -5.71126
48 H -5.08028 -3.34388 -6.72082
49 O 0.70142 -3.98132 1.64312
50 S 1.40913 -5.12360 1.15206
51 O 1.04776 -6.45628 1.54504
52 O 2.98323 -4.91261 1.41128
53 C 3.42081 -4.66139 2.75048
54 C 3.37246 -5.91195 3.60932
55 C 1.45423 -5.05624 -0.61016
56 H 2.83612 -3.85273 3.19663
57 H 4.45269 -4.31337 2.68256
58 H 2.34651 -6.25203 3.75533
59 H 3.80460 -5.72066 4.59361
60 H 3.91877 -6.72797 3.13211
61 H 1.75923 -4.05787 -0.91968
62 H 0.44983 -5.27198 -0.97138
63 H 2.15003 -5.81022 -0.97400
64 O 5.93474 8.39140 1.35711
65 S 5.91389 7.00288 0.99928
66 O 4.92703 6.47484 0.10547
67 O 5.93192 6.11950 2.33906
68 C 4.90174 6.33864 3.31530
69 C 3.56806 5.76838 2.87312
70 C 7.50842 6.53717 0.40072
71 H 4.81890 7.40336 3.54863
72 H 5.22281 5.83276 4.22724
73 H 3.18155 6.29524 2.00021
74 H 2.82699 5.85480 3.66896
75 H 3.67184 4.71770 2.59645
76 H 8.26739 6.90391 1.08887
77 H 7.63608 6.99364 -0.57962
78 H 7.54931 5.45319 0.31339
79 O -4.50928 -6.14358 4.45315
80 S -4.33748 -4.78425 4.87913
81 O -5.05647 -3.70994 4.26243
82 O -2.77429 -4.43345 4.88633
83 C -2.02479 -4.60931 3.66923
84 C -2.32824 -3.53132 2.64822
85 C -4.59486 -4.69089 6.62405
86 H -2.20076 -5.60591 3.25613
87 H -0.96974 -4.55491 3.94132
88 H -3.36044 -3.59534 2.29931
89 H -1.67653 -3.62894 1.78023
90 H -2.19561 -2.53847 3.08347
91 H -4.02788 -5.48254 7.10978
92 H -5.66026 -4.82432 6.80556
93 H -4.27871 -3.71043 6.97474

---

# 2
Density functional theory data (ωB97M-V/def2-TZVPD) for a structure of composition C33H46N8O5OsS2Si.

frontier orbital gap (spin up / spin down)	0.23613 / 0.17504	hartree
multiplicity	5
net charge	+2
expectation value of S²	6.03

Cartesian coordinates (Å):
1 Os -0.31071 0.85795 0.19875
2 N -1.27581 -2.22353 -3.05986
3 C -0.45146 -3.33996 -3.18647
4 C -0.37731 -4.02567 -4.39214
5 C 0.45895 -5.11853 -4.49362
6 C 1.23084 -5.54566 -3.40039
7 C 1.16484 -4.87553 -2.20396
8 C 0.31674 -3.76693 -2.09253
9 S 0.23656 -2.93045 -0.60959
10 N -0.58637 -1.55219 -0.92884
11 C -1.24420 -1.35188 -2.03456
12 C -1.99673 -0.06733 -2.21539
13 C -3.04412 0.03238 -3.10842
14 C -3.65323 1.26376 -3.31655
15 C -3.17039 2.36177 -2.63440
16 C -2.14796 2.17960 -1.72027
17 N -1.58569 0.98642 -1.48701
18 H -1.79246 -1.96162 -3.88666
19 H -0.96836 -3.70123 -5.24101
20 H 0.52132 -5.64906 -5.43524
21 H 1.88619 -6.40165 -3.49951
22 H 1.76094 -5.19322 -1.35563
23 H -3.42784 -0.84201 -3.62101
24 H -4.48894 1.35140 -3.99896
25 H -3.59523 3.34739 -2.77409
26 H -1.76790 3.00247 -1.12588
27 N 0.99930 0.88345 1.70605
28 C 1.89813 0.91273 2.43042
29 N 2.93486 0.96938 3.20086
30 C 3.28861 -0.14312 4.10971
31 C 2.87902 0.24747 5.51579
32 O 3.46914 1.48284 5.88747
33 C 3.08350 2.54807 5.03305
34 C 3.52018 2.26742 3.60896
35 H 4.36926 -0.26538 4.05733
36 H 2.81153 -1.06201 3.77840
37 H 3.22448 -0.50054 6.22507
38 H 1.78584 0.31798 5.57556
39 H 3.56408 3.45043 5.40455
40 H 1.99334 2.68160 5.06322
41 H 4.60237 2.15469 3.56315
42 H 3.21547 3.05177 2.91971
43 N 2.89636 2.41948 -2.00491
44 C 2.43008 1.36642 -1.31255
45 O 1.14351 1.30430 -1.19582
46 C 3.34155 0.42625 -0.80035
47 C 2.88777 -0.74410 -0.15150
48 N 2.51173 -1.69919 0.38102
49 C 4.73412 0.70896 -0.89469
50 N 5.84974 0.99835 -0.94871
51 H 2.24977 3.06526 -2.41843
52 H 3.88306 2.53859 -2.16971
53 C 0.57111 4.65880 2.38341
54 C -0.48808 4.74430 1.28897
55 C 0.17156 4.94924 -0.06381
56 C -1.49028 5.84623 1.58731
57 O -1.20635 3.46689 1.17243
58 Si -2.19900 2.72272 2.25774
59 S -2.09833 0.64300 1.55119
60 O -3.73306 3.14120 2.25408
61 C -4.93439 3.32595 1.47740
62 C -4.67870 4.40478 0.43845
63 C -6.01167 3.76201 2.45317
64 C -5.29615 2.00170 0.82906
65 O -1.56940 2.81738 3.72924
66 C -2.11455 2.69664 5.07813
67 C -2.85304 1.36988 5.18123
68 C -0.91423 2.73035 6.00268
69 C -3.03814 3.87420 5.35278
70 H 1.23181 5.52600 2.32773
71 H 1.16290 3.74878 2.24734
72 H 0.11893 4.62230 3.37316
73 H 0.87358 5.78199 -0.01726
74 H -0.57124 5.17377 -0.83572
75 H 0.72247 4.04888 -0.35585
76 H -0.97328 6.80343 1.67947
77 H -2.01779 5.65254 2.52773
78 H -2.22375 5.92927 0.78415
79 H -4.42401 5.34759 0.92227
80 H -5.57250 4.55976 -0.16826
81 H -3.85014 4.11721 -0.21896
82 H -5.70760 4.67650 2.96558
83 H -6.19044 2.98441 3.19945
84 H -6.94652 3.95721 1.92367
85 H -4.52796 1.69420 0.11258
86 H -6.24982 2.09597 0.30445
87 H -5.39380 1.21928 1.58580
88 H -2.20043 0.54767 4.87548
89 H -3.73915 1.37045 4.53732
90 H -3.17635 1.19416 6.20844
91 H -0.25077 1.88815 5.79251
92 H -1.23930 2.66041 7.04334
93 H -0.35962 3.66345 5.87874
94 H -3.89485 3.86042 4.67803
95 H -2.50134 4.81847 5.22425
96 H -3.40470 3.82485 6.38084

---

# 3
Density functional theory data (ωB97M-V/def2-TZVPD) for a structure of composition C38H48N4PS3Ta.

frontier orbital gap (spin up / spin down)	0.15398 / 0.15385	hartree
multiplicity	1
net charge	+4

Cartesian coordinates (Å):
1 Ta 0.08663 -0.93886 0.00735
2 C -0.06172 -4.50929 -0.37464
3 C -1.16213 -4.07867 0.59228
4 N -1.72790 -2.75818 0.25219
5 C -2.67830 -2.72555 -0.87681
6 C -2.06587 -2.78139 -2.27798
7 S -0.54865 -1.76341 -2.53489
8 C 0.70895 -3.03561 -2.94921
9 C 1.63815 -3.44741 -1.80552
10 N 0.97344 -3.45908 -0.49603
11 H -0.49690 -4.72015 -1.34804
12 H 0.36387 -5.44736 -0.00660
13 H -0.75285 -4.00259 1.60232
14 H -1.94422 -4.84567 0.59869
15 H -2.27297 -2.47107 1.06690
16 H -3.24362 -1.79348 -0.77694
17 H -3.38526 -3.56429 -0.80485
18 H -2.79916 -2.38164 -2.98162
19 H -1.84156 -3.79841 -2.59623
20 H 1.30632 -2.60614 -3.75316
21 H 0.17686 -3.88869 -3.36771
22 H 2.47949 -2.75177 -1.74742
23 H 2.03729 -4.43833 -2.05551
24 H 1.68846 -3.66174 0.20313
25 C 4.89644 -0.84061 -1.33087
26 C 4.06823 0.03060 -2.21762
27 C 4.55616 0.32532 -3.48269
28 C 3.83410 1.09009 -4.38185
29 C 2.57326 1.55486 -4.02750
30 C 2.03072 1.26603 -2.79055
31 C 0.69685 1.83221 -2.42165
32 C 2.78592 0.52308 -1.85696
33 N 2.28753 0.26250 -0.58158
34 C 2.96811 0.59800 0.47854
35 C 4.04259 1.61522 0.48370
36 C 2.56544 0.00552 1.75910
37 C 3.47177 0.12404 2.92022
38 N 1.43221 -0.63137 1.78860
39 C 0.91794 -1.10686 3.02911
40 C 0.20674 -0.19272 3.83743
41 C -0.00200 1.22640 3.40119
42 C -0.22360 -0.62206 5.08210
43 C 0.04904 -1.90359 5.53974
44 C 0.76307 -2.78293 4.74049
45 C 1.21279 -2.40562 3.48155
46 C 2.10964 -3.34620 2.72601
47 H 5.23370 -1.71050 -1.89132
48 H 4.38498 -1.17841 -0.43162
49 H 5.79701 -0.30822 -1.02724
50 H 5.54272 -0.02532 -3.74564
51 H 4.25747 1.34323 -5.33961
52 H 2.02799 2.19830 -4.69979
53 H 0.51556 2.72745 -3.01133
54 H 0.66640 2.10736 -1.36653
55 H -0.10357 1.12402 -2.65299
56 H 4.09309 2.13745 -0.46666
57 H 5.03047 1.20771 0.69053
58 H 3.84910 2.34116 1.27290
59 H 4.49027 -0.13443 2.63206
60 H 3.17400 -0.50806 3.75320
61 H 3.51906 1.14959 3.28865
62 H -0.29717 1.30300 2.35199
63 H 0.91269 1.80780 3.52341
64 H -0.76821 1.69610 4.01110
65 H -0.75699 0.05955 5.72370
66 H -0.27232 -2.20036 6.52668
67 H 1.01875 -3.76392 5.11361
68 H 1.60323 -4.28343 2.49089
69 H 2.93478 -3.61726 3.38242
70 H 2.53086 -2.88992 1.82902
71 S -0.43840 3.81628 0.29768
72 P -2.10964 2.85004 -0.06871
73 S -1.72437 0.64250 0.09662
74 C -3.43569 3.09759 1.13732
75 C -4.62504 2.38382 1.00238
76 C -5.69155 2.67882 1.82987
77 C -5.56427 3.67827 2.78786
78 C -4.38247 4.39449 2.90332
79 C -3.29891 4.10337 2.09362
80 C -2.77373 3.05532 -1.75920
81 C -3.15027 4.36706 -2.03072
82 C -3.69615 4.66501 -3.26611
83 C -3.85094 3.66817 -4.21682
84 C -3.47564 2.36447 -3.93394
85 C -2.93055 2.04784 -2.70028
86 H -4.72633 1.61829 0.24684
87 H -6.61959 2.13993 1.72293
88 H -6.39327 3.88625 3.44972
89 H -4.29887 5.19293 3.62632
90 H -2.37850 4.66313 2.18268
91 H -3.02575 5.14207 -1.28533
92 H -3.99571 5.67927 -3.48032
93 H -4.25991 3.90952 -5.18651
94 H -3.60791 1.59245 -4.67485
95 H -2.65169 1.02708 -2.47797

---

# 4
Density functional theory data (ωB97M-V/def2-TZVPD) for a structure of composition C4H5NO.

frontier orbital gap	0.34856	hartree
multiplicity	1
net charge	0

Cartesian coordinates (Å):
1 O 2.23115 -1.00402 -0.00513
2 C 1.14662 -0.47255 0.06551
3 N -0.04933 -1.17023 0.01516
4 C -1.21912 -0.45426 -0.24391
5 C -0.35956 1.29561 -0.20698
6 C 0.85141 0.95437 0.21330
7 H 0.04385 -2.13434 -0.27775
8 H -1.62172 0.26856 0.44454
9 H -1.94516 -1.21463 -0.66031
10 H -0.70498 2.31628 0.06209
11 H 1.62684 1.61519 0.59348

---

# 5
Density functional theory data (ωB97M-V/def2-TZVPD) for a structure of composition C29H25Cl4F7MoN3O8S3.

frontier orbital gap (spin up / spin down)	0.23273 / 0.22930	hartree
multiplicity	3
net charge	-1
expectation value of S²	2.02

Cartesian coordinates (Å):
1 Mo 0.31904 -0.22556 0.19798
2 F 0.68554 -5.42226 -0.80732
3 C 0.16604 -5.28436 -2.02802
4 F 1.17494 -5.32246 -2.90242
5 F -0.59176 -6.35676 -2.26082
6 S -0.82596 -3.67226 -2.04572
7 O 0.16554 -2.64276 -2.00392
8 O -1.65246 -3.73776 -3.20532
9 N -1.64706 -3.90986 -0.70862
10 S -1.36166 -3.02436 0.53918
11 O -0.08156 -2.35326 0.45108
12 O -2.49236 -2.31396 1.02428
13 C -1.04566 -4.24826 1.95088
14 F 0.10144 -4.91536 1.83768
15 F -1.00496 -3.55926 3.09208
16 F -2.02256 -5.15226 2.07798
17 Cl 3.95614 -3.29726 5.73868
18 C 3.36534 -2.61176 4.27308
19 C 3.37614 -3.38646 3.12158
20 C 2.87584 -2.85096 1.95048
21 Cl 2.83494 -3.74476 0.48468
22 C 2.36474 -1.54046 1.89728
23 O 1.90734 -1.01076 0.80638
24 C 2.41314 -0.79066 3.08558
25 Cl 1.84304 0.81184 2.95288
26 C 2.89644 -1.30466 4.27048
27 H 3.76144 -4.39266 3.12408
28 H 2.90324 -0.69546 5.15968
29 C -4.36276 3.47734 -1.77012
30 C -3.52406 2.76794 -2.83442
31 N -3.10946 1.43364 -2.44412
32 C -3.83856 0.30384 -2.97752
33 C -5.05816 -0.06576 -2.13582
34 C -2.12396 1.29884 -1.52792
35 S -1.73796 -0.37856 -1.08102
36 N -1.58666 2.41104 -1.08772
37 C -0.58266 2.51524 -0.21492
38 O -0.01216 1.43734 0.23758
39 C -0.02696 3.78964 0.17408
40 C 1.04204 3.79254 1.08738
41 C 1.63124 4.97184 1.48238
42 C 1.17814 6.18054 0.97178
43 C 0.13994 6.18734 0.04908
44 C -0.46736 5.01384 -0.34692
45 H -4.57126 4.49904 -2.08482
46 H -3.80616 3.49714 -0.83762
47 H -5.30476 2.95964 -1.60812
48 H -2.62386 3.35984 -3.02332
49 H -4.09326 2.67884 -3.76392
50 H -3.17056 -0.55796 -3.01772
51 H -4.14506 0.55414 -3.99752
52 H -4.74456 -0.27886 -1.12002
53 H -5.53556 -0.95526 -2.53592
54 H -5.78276 0.74334 -2.11932
55 H 1.39864 2.85324 1.48808
56 H 2.43774 4.94524 2.20078
57 H 1.62844 7.10824 1.29518
58 H -0.20246 7.12964 -0.35342
59 H -1.28026 5.01624 -1.05512
60 Cl -3.28916 1.07084 4.44218
61 C -2.45886 -0.31836 3.74848
62 C -1.67606 0.07814 2.48148
63 O -2.09046 0.96614 1.75318
64 O -0.62576 -0.60806 2.30738
65 H -3.21666 -1.05426 3.46538
66 H -1.78526 -0.73066 4.49888
67 F 6.92264 -0.62846 -1.20312
68 C 5.58224 -0.41096 -1.31762
69 C 5.04334 0.75164 -0.79812
70 C 3.68744 0.97984 -0.93132
71 C 2.85594 0.05084 -1.56632
72 C 1.40514 0.27754 -1.67992
73 C 3.44164 -1.10546 -2.09052
74 C 4.79744 -1.34196 -1.97032
75 H 5.68844 1.46574 -0.30852
76 H 3.25994 1.89454 -0.53182
77 H 1.01304 -0.34246 -2.48682
78 H 1.23114 1.32824 -1.95462
79 H 2.81504 -1.83126 -2.58872
80 H 5.24944 -2.22566 -2.39212

---

# 6
Density functional theory data (ωB97M-V/def2-TZVPD) for a structure of composition C19H16BF6MnN5S.

frontier orbital gap (spin up / spin down)	0.27041 / 0.23957	hartree
multiplicity	2
net charge	0
expectation value of S²	0.78

Cartesian coordinates (Å):
1 Mn -0.52042 -0.07171 0.28077
2 C 2.28596 -3.30386 -0.36084
3 C 1.48939 -2.11533 0.07973
4 N 0.40903 -1.68931 -0.46661
5 N -0.13567 -2.32356 -1.54489
6 C -1.30330 -1.87213 -2.07788
7 N -1.74853 -2.59415 -3.13049
8 S -2.16036 -0.57775 -1.47078
9 C 1.89118 -1.31023 1.22961
10 C 2.99524 -1.59446 2.02180
11 C 3.28806 -0.76058 3.08517
12 C 2.47525 0.33463 3.32471
13 C 1.38781 0.54913 2.49852
14 N 1.09280 -0.25737 1.48033
15 H 2.12134 -3.56286 -1.40516
16 H 2.04878 -4.17699 0.25171
17 H 3.34922 -3.09857 -0.25709
18 H 0.27608 -3.18243 -1.87462
19 H -1.09857 -3.11894 -3.69326
20 H -2.54621 -2.21421 -3.61222
21 H 3.61640 -2.45315 1.81275
22 H 4.14392 -0.96129 3.71536
23 H 2.67561 1.01957 4.13599
24 H 0.72678 1.39395 2.63601
25 F -2.07836 -4.10480 3.55280
26 C -2.22960 -2.82200 3.15262
27 C -1.44743 -2.33998 2.12365
28 C -1.58532 -1.02202 1.69055
29 C -2.53680 -0.20505 2.33925
30 C -3.29069 -0.73973 3.37838
31 F -4.19416 0.02189 4.04137
32 C -3.16379 -2.04488 3.80648
33 C -2.62314 1.18131 1.84731
34 C -3.58625 2.12369 2.20515
35 C -3.55454 3.38097 1.63094
36 C -2.56856 3.68270 0.70588
37 C -1.64889 2.70423 0.38536
38 N -1.66993 1.48595 0.93750
39 H -0.72902 -3.01868 1.67362
40 H -3.76275 -2.42956 4.61860
41 H -4.35028 1.86851 2.91974
42 H -4.29989 4.11753 1.90247
43 H -2.50591 4.65219 0.23297
44 H -0.86917 2.89267 -0.33749
45 F 1.54049 2.43845 0.50356
46 B 1.54744 2.17002 -0.86879
47 F 1.04530 3.23292 -1.59550
48 F 2.77689 1.73164 -1.30846
49 F 0.59837 1.04292 -1.05599

---

# 7
Density functional theory data (ωB97M-V/def2-TZVPD) for the molecule C6H11N.

frontier orbital gap	0.31335	hartree
multiplicity	1
net charge	0
structure (SMILES)	C=C/C(C)=C(\C)N

Cartesian coordinates (Å):
1 C 2.42223 -0.94580 -0.07553
2 C 1.46419 -0.23967 -0.67651
3 C 0.33221 0.40131 0.02922
4 C 0.57168 1.38700 1.18939
5 C -0.93895 -0.09509 -0.05428
6 C -1.44743 -0.69405 -1.33822
7 N -1.91021 0.03033 0.94934
8 H 3.23068 -1.25271 -0.72541
9 H 2.44554 -1.18587 0.97897
10 H 1.31566 -0.29336 -1.75670
11 H 0.48855 2.41103 0.83025
12 H -0.09310 1.12858 2.01356
13 H 1.54776 1.25527 1.67045
14 H -1.62220 -1.76313 -1.16795
15 H -2.35017 -0.15708 -1.64557
16 H -0.74695 -0.46694 -2.14417
17 H -1.99247 0.97712 1.26841
18 H -2.71702 -0.49694 0.65474